# C17H20Br2N4O5S4Y

C17H20Br2N4O5S4Y as an isolated structure (ωB97M-V with the def2-TZVPD basis set, OMol25).

Geometry as ORCA input:
```
! wB97M-V def2-TZVPD RIJCOSX def2/J DEFGRID3
* xyz 1 1
Y -0.2083 -0.7447 -0.9905
C 3.1045 -1.7709 2.5005
N 1.7334 -2.2696 2.5979
C 1.4762 -3.3514 3.5458
C 0.7769 -1.7548 1.8457
O 0.9641 -0.8264 1.0368
C -0.6276 -2.3470 1.9471
O -1.4790 -1.6073 1.0932
C -2.4485 -0.7838 1.7113
C -2.6858 0.4126 0.7961
O -1.8756 0.6304 -0.1212
N -3.7324 1.1877 1.0269
C -4.6892 0.9375 2.0996
C -4.0446 2.2962 0.1259
H 3.7582 -2.5723 2.1576
H 3.4379 -1.4290 3.4796
H 3.1373 -0.9489 1.7947
H 2.4297 -3.7871 3.8299
H 0.8741 -4.1391 3.0957
H 0.9854 -2.9838 4.4479
H -0.9882 -2.3490 2.9773
H -0.6132 -3.3804 1.5932
H -2.0904 -0.4157 2.6791
H -3.3681 -1.3507 1.8694
H -4.2088 0.4888 2.9653
H -5.5039 0.2971 1.7581
H -5.1061 1.8914 2.4143
H -3.3439 2.2998 -0.7010
H -3.9821 3.2396 0.6680
H -5.0573 2.1707 -0.2561
Br 2.8669 -0.5597 -5.1875
C 2.5651 0.8713 -4.0042
C 3.1873 2.1110 -4.2554
C 3.0010 3.1723 -3.4217
Br 3.8623 4.8104 -3.8001
C 2.1678 3.0489 -2.2790
C 1.9086 4.0735 -1.3478
C 1.0824 3.8323 -0.2832
C 0.4988 2.5664 -0.1474
N 0.7146 1.5814 -0.9923
C 1.5471 1.8031 -2.0500
C 1.7456 0.6816 -2.9165
O 1.1351 -0.4416 -2.6196
H 3.8205 2.2061 -5.1264
H 2.3683 5.0426 -1.4865
H 0.8704 4.6008 0.4462
H -0.1720 2.3575 0.6773
S 1.5997 -3.9646 -3.1121
S -0.3981 -4.3416 -3.3713
S -1.2269 -2.5043 -3.8241
S -2.3093 -1.8987 -2.1848
O 0.7613 -2.8967 -1.0330
N 1.7787 -3.1920 -1.6693
*
```

The value obtained for the total energy is -218619.409 eV. For the LUMO energy, the calculation gives -3.60 eV. For the HOMO-LUMO gap, the calculation gives 6.36 eV. The energy above the lowest of the compared OMol25 structures with the same formula, charge and spin comes out at 0.2712 eV. The HOMO energy is -10.0 eV.



# C20H27N3O4PPtS

C20H27N3O4PPtS as an isolated structure (ωB97M-V with the def2-TZVPD basis set, OMol25).

Geometry as ORCA input:
```
! wB97M-V def2-TZVPD RIJCOSX def2/J DEFGRID3
* xyz 0 4
Pt -1.0750 0.8772 -0.4933
O -1.9243 1.2727 1.6091
N -3.1760 0.8585 1.7578
C -3.5824 0.6358 3.0303
C -4.8553 0.2289 3.3147
C -5.7454 0.0364 2.2545
C -5.3158 0.2547 0.9703
C -4.0052 0.6723 0.6919
S -3.4504 0.9563 -0.9089
H -2.8109 0.8161 3.7623
H -5.1418 0.0617 4.3419
H -6.7594 -0.2896 2.4401
H -5.9693 0.1012 0.1239
N -0.7508 0.0367 -2.6847
C -0.1692 -1.2858 -2.5515
C 0.4703 -1.9013 -3.6205
C 0.9484 -3.1971 -3.4762
C 0.7634 -3.8812 -2.2872
C 0.1351 -3.2809 -1.1817
C -0.0746 -3.9331 0.0601
C -0.6960 -3.2272 1.0969
C -1.0537 -1.9152 0.9261
N -0.8493 -1.2562 -0.2505
C -0.3029 -1.9319 -1.3148
H -0.2163 0.6114 -3.3241
H -1.7056 -0.0315 -3.0236
H 0.5741 -1.3738 -4.5610
H 1.4478 -3.6811 -4.3056
H 1.1081 -4.9038 -2.1915
H 0.2388 -4.9601 0.1858
H -0.8890 -3.6994 2.0517
H -1.4988 -1.3293 1.7204
C 2.2972 -1.1776 1.2534
C 1.6837 0.0993 1.7679
O 1.9795 1.2203 0.8957
P 1.0789 1.5548 -0.3965
O 1.3109 3.1415 -0.4694
C 0.6797 3.9782 0.5263
C 1.6782 4.4046 1.5770
O 1.9029 1.0965 -1.6777
C 3.2646 1.5006 -1.9561
C 4.2509 0.4567 -1.4864
H 2.0812 -1.9903 1.9471
H 3.3780 -1.0773 1.1573
H 1.8828 -1.4589 0.2859
H 2.1139 0.3858 2.7281
H 0.6024 0.0271 1.8796
H -0.1661 3.4398 0.9681
H 0.2807 4.8316 -0.0222
H 2.0778 3.5378 2.1008
H 1.1920 5.0560 2.3050
H 2.5059 4.9514 1.1255
H 3.4443 2.4751 -1.5030
H 3.3035 1.6147 -3.0393
H 4.2823 0.4054 -0.4002
H 5.2482 0.7084 -1.8508
H 3.9783 -0.5232 -1.8788
*
```

The value obtained for the total energy is -57208.912 eV. For the LUMO energy (spin up / spin down), the calculation gives 0.49 / -0.47 eV. For the HOMO-LUMO gap (spin up / spin down), the calculation gives 5.14 / 6.96 eV. The energy above the lowest of the compared OMol25 structures with the same formula, charge and spin comes out at 0.0000 eV. The HOMO energy (spin up / spin down) is -4.6 / -7.4 eV.



# C18H36O12S3

A 6-piece molecular cluster, C18H36O12S3 overall (ωB97M-V with the def2-TZVPD basis set, OMol25).

Geometry as ORCA input:
```
! wB97M-V def2-TZVPD RIJCOSX def2/J DEFGRID3
* xyz 0 1
C 4.2663 1.2104 -0.9072
C 3.4864 0.0015 -0.4386
C 4.2296 -1.3354 -0.6299
O 3.9933 -2.0364 0.5949
C 3.4722 -1.1887 1.5208
O 3.1926 -1.4992 2.6274
O 3.3149 0.0473 0.9958
H 3.8529 2.1036 -0.4430
H 4.1835 1.2711 -1.9940
H 5.3266 1.1393 -0.6649
H 2.4997 0.0213 -0.9036
H 5.2929 -1.1593 -0.7798
H 3.7923 -1.9272 -1.4285
C 2.0042 -4.6183 -1.0801
C 2.1896 -4.1706 -2.5171
C 1.1801 -4.7357 -3.5157
O 0.8808 -3.6333 -4.3622
C 1.3142 -2.4876 -3.7963
O 1.1542 -1.3956 -4.2299
O 1.9472 -2.7605 -2.6287
H 2.6963 -4.0709 -0.4415
H 2.1426 -5.6947 -0.9982
H 0.9825 -4.3939 -0.7630
H 3.2147 -4.3686 -2.8422
H 0.2719 -5.0878 -3.0224
H 1.5988 -5.5426 -4.1124
C -0.9227 2.9982 -3.1534
C -1.6510 4.0538 -2.3421
C -2.3600 3.4625 -1.1273
O -1.9480 4.2970 -0.0295
C -1.0139 5.1690 -0.4476
O -0.4690 5.9632 0.2468
O -0.7634 5.0119 -1.7712
H -0.4785 3.4799 -4.0235
H -1.6805 2.2723 -3.4616
H -0.1615 2.4307 -2.6184
H -2.3402 4.5475 -3.0307
H -1.9773 2.4634 -0.9100
H -3.4437 3.3742 -1.1605
C -1.5690 -1.6222 -1.1494
S -0.4187 -0.5129 -0.3516
O -1.2246 0.6334 0.1560
C -0.0276 -1.5669 1.0466
H -1.8700 -1.1376 -2.0774
H -2.4376 -1.8670 -0.5428
H -1.0103 -2.5219 -1.4234
H 0.6977 -1.0709 1.6928
H 0.5099 -2.4266 0.6329
H -0.9328 -1.8587 1.5715
C -3.6581 -1.1412 2.8425
S -5.0014 0.0382 2.6700
O -6.2042 -0.7836 2.3899
C -5.0457 0.4941 4.4140
H -2.7356 -0.6554 3.1552
H -3.5253 -1.6670 1.9000
H -3.9968 -1.8723 3.5813
H -4.0249 0.7571 4.6925
H -5.4148 -0.3581 4.9794
H -5.6925 1.3623 4.4919
C -1.2611 2.2212 2.9022
S 0.2389 3.0959 3.3936
O 0.8073 2.2671 4.4832
C 1.1514 2.7583 1.8872
H -1.6469 2.5056 1.9280
H -1.9971 2.4172 3.6803
H -0.9648 1.1724 2.8981
H 1.1695 1.6964 1.6448
H 2.1662 3.1292 2.0151
H 0.6486 3.3026 1.0846
*
```

The value obtained for the total energy is -76324.236 eV. For the LUMO energy, the calculation gives 0.09 eV. For the HOMO-LUMO gap, the calculation gives 8.51 eV. The energy above the lowest of the compared OMol25 structures with the same formula, charge and spin comes out at 0.8109 eV. The HOMO energy is -8.4 eV.